[1]
117
Properties=species:S:1:pos:R:3 method="wB97M-V/def2-TZVPD" e_homo_ev="-6.10 / -6.07"
Sn 0.6050 0.1764 0.0308
Cl -1.4195 9.4802 1.9618
Cl 3.2989 -8.1791 -3.7087
Cl -4.9847 1.1009 -7.9847
Cl 8.9264 0.5974 4.6708
N 2.0218 -5.1888 2.7842
N -0.4878 1.9589 -1.0126
N 0.2234 -0.7433 -1.9264
N 1.8917 1.9746 0.6768
N 2.6444 -0.5641 -0.5387
N 0.8674 -1.7812 1.7121
N 4.0811 -4.5492 3.7147
N 2.7818 -2.9166 2.7985
C 5.5960 -0.4537 2.7491
C 2.9370 -1.7050 -1.3624
C -2.5230 0.7735 -4.1315
C -3.5467 -1.6661 1.3295
C 3.0398 1.7170 1.4506
C 2.0012 -2.5289 -2.0472
C -0.2921 3.2662 -0.7079
C 7.5003 0.6274 3.6793
C -1.6110 0.6507 -2.9768
C 2.2642 -5.6760 -4.2660
C 2.0477 -4.3595 -3.8897
C -4.2216 1.9374 -5.4515
C -5.4279 -2.4505 -0.2399
C 2.9186 -4.2054 3.0563
C -1.9223 6.8950 1.1244
C -3.2154 -0.8533 2.4174
C 0.7649 6.1782 1.5289
C -2.0387 -1.2016 3.2662
C -2.3557 -0.1114 -5.2488
C -1.0212 -0.5866 -2.6310
C 5.2773 0.7183 1.9707
C -0.9674 7.8383 1.6433
C -1.4845 -1.8928 -3.0538
C 4.8972 -1.0034 -0.4282
C -3.0686 0.0332 -6.3922
C 6.6413 -0.4760 3.6505
C 0.6520 -2.0734 -2.2271
C -4.7061 -1.4099 0.5479
C -5.2950 -0.1437 0.6792
C -4.0558 1.0365 -6.5158
C 1.3835 3.2385 1.1781
C 6.1010 1.7938 2.0755
C -1.5075 5.6308 0.7194
C -4.8231 0.7935 1.6097
C -3.4552 1.8064 -4.3209
C -0.1706 5.2543 0.9343
C -6.4369 0.3051 -0.1983
C 7.2700 1.7314 2.8691
C 3.8329 -0.2093 0.1370
C 4.0247 0.7673 1.1359
C -0.4470 -2.7955 -2.7889
C 3.2466 2.7782 2.3995
C 3.1755 -4.7453 -1.7510
C 2.9328 -6.5132 -3.3481
C -1.2932 3.2274 -2.7699
C -0.8009 4.0784 -1.7821
C 0.2754 3.8676 0.5368
C -3.8735 0.3768 2.5269
C 4.4015 -1.8839 -1.3238
C -3.4976 1.2501 3.6950
C 3.3824 -6.0686 -2.1052
C 0.3477 7.4577 1.8777
C -1.2010 1.8501 -2.2218
C -5.4784 2.0884 1.8404
C 2.4368 -3.8506 -2.6083
C -2.6109 -2.8037 0.9069
C 2.2705 3.7199 2.2261
C 1.7244 -2.4741 2.2227
H -6.1416 2.4853 1.0490
H -1.6806 -0.9928 -5.2491
H 2.2037 4.6158 2.7895
H 4.4380 -5.4885 3.6584
H -4.6580 2.8276 1.9225
H -2.9183 -0.5886 -7.2390
H -1.1780 -0.5592 3.0424
H 5.9541 2.6523 1.4331
H 4.7584 -3.8037 3.8116
H 4.9393 -2.7196 -1.7863
H -2.2544 -1.1067 4.3570
H 5.0346 -1.3739 2.5944
H -2.9261 7.2440 1.0516
H -1.5232 -2.5226 1.0291
H 1.0093 8.1442 2.3575
H -5.3699 -2.3033 -1.3023
H -5.0410 -3.4434 -0.0262
H 1.9793 -5.9816 -5.2432
H -2.7000 -3.7705 1.4541
H 5.9150 -0.9093 -0.0989
H -1.7840 -2.2866 3.0878
H -0.4187 -3.8446 -2.9756
H 1.1397 -4.9755 2.3822
H -7.3653 0.4766 0.3519
H 3.9409 -6.7556 -1.4739
H -6.5143 -2.4345 -0.0227
H -2.6302 1.8874 3.4691
H -3.1307 0.6126 4.4829
H -5.0391 2.6460 -5.4284
H 1.8478 5.9550 1.5662
H 1.5016 -3.6944 -4.5603
H -6.1997 1.2402 -0.7322
H -5.9831 2.0373 2.7925
H -3.6244 2.5539 -3.5579
H -1.5465 3.4385 -3.7718
H 6.8074 -1.2933 4.3113
H 4.0465 2.8051 3.1079
H 3.6439 -4.4605 -0.7764
H 2.2519 -6.1595 3.0698
H -2.7630 -2.9984 -0.1560
H -4.3002 1.8663 4.0831
H -0.8179 5.1696 -1.7831
H 8.0633 2.4953 2.7567
H -2.2270 4.9497 0.2324
H -6.7217 -0.4616 -0.9388
H -2.4615 -2.0868 -3.4967

=====

[2]
5
Properties=species:S:1:pos:R:3 method="wB97M-V/def2-TZVPD" e_homo_ev=-2.84 charge=-1 e_above_lowest_kj_mol=15.7
O -0.1766 1.0714 0.7029
O 0.0551 -1.1242 -0.5630
H 0.1263 -0.3181 0.0958
H 0.8913 -1.1408 -1.0404
H 0.3660 1.6713 0.1867

=====

[3]
90
Properties=species:S:1:pos:R:3 method="wB97M-V/def2-TZVPD" e_homo_ev=-7.92 e_above_lowest_kj_mol=1387.7
Zn 0.8831 -0.1003 -1.3050
O -2.7324 -0.7324 -1.9760
O -0.8063 8.7280 -0.6638
O -2.2687 -4.9009 3.8171
O 1.3823 0.0432 -5.1225
O 5.6644 5.7859 6.3584
O 4.5066 0.1580 -0.5482
O -7.4422 -6.5407 -3.1794
N 5.5368 4.9272 2.7439
N -0.2137 -2.7974 3.1125
N 1.4969 -2.5649 -4.3086
N -4.0992 -6.1640 -1.8690
N -0.2751 5.1240 -0.0093
C 2.4862 0.8656 -5.6601
C 5.6478 4.7270 4.1726
C 1.2038 -3.4876 -6.5729
C 6.3551 6.7950 7.0393
C -5.1522 -8.1203 -2.4910
C -6.4105 -5.8606 -2.4597
C 1.6388 -2.2738 -5.7018
C -5.1012 -6.6351 -2.6895
C -8.7040 -5.9292 -2.8779
C -0.9977 -4.7886 4.4464
C -1.3070 9.8935 0.1428
C -0.4942 7.5378 0.1060
C -0.6289 6.2648 -0.8060
C 0.9801 -0.9269 -6.0934
C -2.0326 6.0452 -1.4462
C 5.6757 6.0156 4.9075
C 1.4762 -4.0528 4.1275
C 6.8349 3.7312 4.4369
C -3.2032 -5.7586 4.4155
C 0.0713 -4.1486 3.4848
H -5.7695 -8.5697 -3.2688
H -6.4224 -4.8270 -2.8055
H -6.6648 -5.7640 -1.4042
H 2.2742 -3.5186 3.6117
H 6.6193 6.5051 4.6664
H -1.1247 -2.9611 2.7084
H 1.7954 -5.0859 4.2651
H 2.6755 -2.0928 -5.9857
H 5.2797 4.0672 2.2807
H -0.4609 -2.3252 3.9705
H -2.3180 9.8503 0.5479
H 0.1320 -3.6744 -6.6389
H 0.7782 -3.2740 -4.2817
H -4.1786 -5.5581 3.9722
H 1.4213 -3.6720 5.1473
H -2.1433 5.1295 -2.0271
H -9.0274 -6.0871 -1.8490
H 0.5983 5.4308 0.3947
H 0.1556 -4.7414 2.5740
H -9.5075 -6.3383 -3.4903
H 6.3545 5.3364 2.3151
H 1.4535 -3.2793 -7.6133
H -1.1156 7.5482 1.0015
H -0.0179 6.4335 -1.6927
H 5.9753 7.8159 7.0787
H -4.0200 -5.1727 -2.0456
H 5.3377 -0.0028 -0.0602
H -3.4022 -0.6048 -2.6757
H -3.3767 -5.4688 5.4518
H 6.3286 6.5212 8.0940
H 2.1901 1.6545 -6.3515
H -0.6043 -5.7587 4.7500
H -8.7803 -4.8709 -3.1277
H 4.7486 4.2481 4.5602
H 7.4087 6.7635 6.7617
H 3.2744 0.3199 -6.1789
H 2.3203 -3.1108 -4.0984
H -4.7694 -6.4667 -3.7141
H -1.2298 10.8131 -0.4373
H -0.6167 10.0279 0.9756
H -0.9851 -4.1321 5.3165
H -0.0981 -1.0506 -5.9920
H -2.8688 5.9325 -0.7561
H 1.1328 -0.6458 -7.1354
H -0.8255 5.0805 0.8365
H 7.7726 4.2023 4.1423
H -4.1555 -8.5571 -2.5545
H -5.6701 -8.3223 -1.5534
H 1.7106 -4.3967 -6.2490
H 0.5377 7.6344 0.4436
H 3.0320 1.3674 -4.8612
H 6.6252 2.7888 3.9309
H -2.2210 6.9406 -2.0385
H 4.8399 6.6794 4.6867
H 6.8380 3.4752 5.4964
H -2.9041 -6.7958 4.2641
H -4.3029 -6.2997 -0.8892